No. 1
{
  "formula": "C15H18ClN2NdO5S2",
  "method": "ωB97M-V with the def2-TZVPD basis set",
  "gap_ev": [8.3, 8.5],
  "lumo_ev": [-6.832, -6.674],
  "charge": 2,
  "multiplicity": 4,
  "symbols": ["Nd", "O", "Cl", "O", "O", "O", "C", "N", "C", "S", "N", "C", "H", "H", "H", "H", "H", "H", "H", "H", "O", "S", "C", "C", "C", "C", "C", "C", "C", "C", "C", "C", "C", "C", "H", "H", "H", "H", "H", "H", "H", "H", "H", "H"],
  "positions_angstrom": [[-0.355498, 0.291012, -1.873239], [-3.754642, 2.162833, -2.819595], [-2.577612, 1.463184, -2.558827], [-2.326807, 0.251270, -3.353819], [-1.309142, 2.256552, -2.723445], [-2.447846, 0.972515, -1.127902], [0.020092, -5.120652, -0.737017], [0.243649, -4.646510, -2.104929], [-0.191309, -3.504229, -2.627932], [-1.129478, -2.435334, -1.689367], [0.132060, -3.260186, -3.909885], [-0.331435, -2.120021, -4.666273], [0.776565, -5.872053, -0.529019], [-0.973259, -5.555243, -0.647088], [0.137960, -4.295064, -0.042392], [0.674949, -5.292503, -2.749807], [0.779757, -3.885585, -4.363817], [-1.406006, -2.000771, -4.558677], [-0.084864, -2.276625, -5.712591], [0.171975, -1.183565, -4.382407], [0.446514, -0.187493, 0.171138], [-0.290228, 0.377697, 1.445669], [0.777321, 0.356849, 2.811837], [2.110723, 0.763532, 2.696002], [2.890598, 0.761242, 3.832750], [2.336081, 0.369577, 5.054454], [1.016949, -0.035219, 5.148383], [0.215759, -0.060658, 4.011077], [-0.339198, 2.078281, 0.981222], [0.483583, 2.574992, -0.020758], [0.405411, 3.923431, -0.361569], [-0.510047, 4.746939, 0.271410], [-1.337955, 4.231049, 1.264432], [-1.259904, 2.895255, 1.625764], [2.525576, 1.075589, 1.746486], [3.926703, 1.067623, 3.789187], [2.956814, 0.381137, 5.940772], [0.612697, -0.343433, 6.102639], [-0.811941, -0.396104, 4.071942], [1.283089, 1.969545, -0.443709], [1.065733, 4.324418, -1.119308], [-0.579453, 5.791866, 0.001994], [-2.054643, 4.872058, 1.760557], [-1.919291, 2.512800, 2.395659]],
  "atomic_forces_ev_per_a": [[2.55, -1.94, 0.94], [0.61, -0.39, 0.09], [-0.66, 0.61, 0.16], [-0.58, 0.72, 0.09], [-1.37, -0.02, -0.23], [-0.59, 0.49, -1.05], [0.08, 0.06, -0.26], [-0.09, 0.18, -0.15], [0.42, -0.39, -0.13], [-0.17, 0.30, 0.05], [0.02, 0.21, 0.21], [-0.06, -0.09, -0.09], [-0.06, -0.04, 0.04], [-0.01, 0.01, 0.10], [-0.05, 0.01, 0.03], [0.02, -0.12, 0.10], [-0.04, -0.04, -0.04], [-0.04, 0.05, -0.04], [-0.06, -0.01, -0.03], [0.09, 0.04, 0.10], [-0.32, 0.05, 0.41], [-0.19, -0.29, -0.53], [0.59, -0.06, -0.13], [-0.10, 0.02, 0.19], [-0.06, -0.04, 0.11], [0.15, 0.05, -0.05], [-0.10, -0.03, -0.02], [0.16, -0.01, 0.16], [-0.34, 0.44, 0.24], [0.28, 0.31, -0.03], [-0.01, -0.09, -0.12], [-0.08, -0.03, 0.10], [0.00, 0.07, -0.03], [0.01, 0.08, -0.09], [-0.06, -0.02, -0.03], [-0.01, 0.00, -0.04], [-0.02, -0.01, 0.00], [-0.03, 0.00, -0.02], [-0.01, 0.02, -0.07], [0.05, 0.01, 0.09], [0.00, 0.01, 0.01], [0.02, 0.00, -0.01], [0.02, 0.01, -0.02], [0.05, -0.10, -0.02]]
}

***

No. 2
{
  "formula": "C9H7N2O2",
  "method": "ωB97M-V with the def2-TZVPD basis set",
  "gap_ev": 5.6,
  "lumo_ev": 3.356,
  "charge": -1,
  "multiplicity": 1,
  "relative_energy_ev": 0.000,
  "symbols": ["C", "C", "C", "C", "C", "C", "C", "C", "C", "N", "N", "O", "O", "H", "H", "H", "H", "H", "H", "H"],
  "positions_angstrom": [[3.065427, 0.470057, 0.205959], [2.513927, 1.744899, 0.222100], [2.219823, -0.625363, 0.067560], [1.155350, 1.921856, 0.124019], [0.857566, -0.472317, -0.052602], [0.275651, 0.823327, -0.005650], [-1.487600, -1.182646, -0.169843], [-4.709898, 0.062806, 0.036150], [-0.056504, -1.657278, -0.251601], [-1.886565, 0.031524, -0.089643], [-1.046429, 1.073763, -0.050086], [-4.832057, 0.981039, -0.638986], [-4.743601, -0.872130, 0.703252], [4.136948, 0.330097, 0.291844], [3.167206, 2.607327, 0.317206], [2.645319, -1.625590, 0.042027], [0.715629, 2.909383, 0.147197], [-2.260495, -1.948285, -0.173004], [0.134522, -2.135136, -1.233287], [0.135776, -2.437330, 0.507391]],
  "atomic_forces_ev_per_a": [[0.37, -0.30, 0.00], [0.10, 0.18, 0.02], [0.34, 0.14, 0.03], [-0.03, 0.02, -0.03], [-0.35, -0.01, 0.04], [0.17, -0.41, 0.02], [0.17, -0.72, 0.04], [0.11, -0.03, -0.08], [-0.01, 0.09, -0.10], [-0.31, -0.31, -0.01], [-0.33, 1.10, -0.01], [-0.06, 1.26, -0.85], [0.11, -1.18, 0.89], [0.00, 0.00, 0.00], [-0.03, 0.01, 0.01], [-0.02, -0.03, 0.00], [-0.06, 0.07, 0.01], [-0.10, 0.04, 0.02], [-0.03, 0.00, 0.18], [-0.03, 0.08, -0.17]]
}